## a
The following is a DFT calculation (ωB97M-V/def2-TZVPD) of a single C3H8NOP molecule.

HOMO energy (spin up / spin down)	-0.3255 / -0.2842	hartree
orbital gap (spin up / spin down)	8.2 / 7.4	eV

```
! wB97M-V def2-TZVPD RIJCOSX def2/J DEFGRID3
* xyz 0 1
C -0.473 2.014 -0.899
C 0.400 0.837 1.363
C 0.470 -2.103 -0.353
N -0.118 0.581 0.057
O -1.438 -0.751 -1.785
P -0.876 -0.813 -0.433
H -0.643 2.847 -0.250
H -1.089 1.735 -1.724
H -0.391 0.866 2.118
H 1.109 0.054 1.638
H 0.919 1.796 1.368
H 1.066 -2.031 0.550
H -0.018 -3.071 -0.406
H 1.081 -1.960 -1.245
*
```


## b
The following is a DFT calculation (ωB97M-V/def2-TZVPD) of 2 unconnected molecules or ions with the total composition C3H8NOP.

HOMO energy	-0.2978	hartree
orbital gap	8.8	eV

```
! wB97M-V def2-TZVPD RIJCOSX def2/J DEFGRID3
* xyz 0 1
C -0.769 1.475 -0.537
C -0.873 -1.503 0.344
C -0.090 -0.290 0.739
N 0.285 1.985 -1.124
O -1.936 1.689 -0.550
P 1.685 -0.185 0.486
H -0.617 -1.831 -0.664
H -0.670 -2.332 1.031
H -1.940 -1.286 0.385
H -0.391 0.151 1.686
H 1.197 1.599 -0.916
H 0.208 2.769 -1.760
H 1.768 -1.126 -0.543
H 2.143 -1.114 1.423
*
```


Taking the most stable structure as the zero point, the relative energies in hartree are a 0.0382; b 0.0000.


## a
The following is a DFT calculation (ωB97M-V/def2-TZVPD) of a single C3H8NOP molecule.

HOMO energy	-0.3316	hartree
orbital gap	10.0	eV
SMILES string	C=NCPOC

```
! wB97M-V def2-TZVPD RIJCOSX def2/J DEFGRID3
* xyz 0 1
C -3.134 0.023 -0.033
C 2.534 -0.349 0.666
C -0.852 -0.403 0.709
N -2.371 -0.901 0.309
O 1.500 0.092 -0.214
P 0.280 -0.941 -0.686
H -4.186 -0.151 -0.359
H -2.790 0.949 -0.370
H 2.757 0.627 1.197
H 3.545 -0.565 0.250
H 1.959 -1.003 1.349
H -0.780 0.664 0.921
H -0.594 -0.772 1.679
H -0.169 0.057 -1.681
*
```


## b
The following is a DFT calculation (ωB97M-V/def2-TZVPD) of a single C3H8NOP molecule.

HOMO energy	-0.3051	hartree
orbital gap	9.3	eV
SMILES string	C[C@@H]1CN1PO

```
! wB97M-V def2-TZVPD RIJCOSX def2/J DEFGRID3
* xyz 0 1
C 0.074 1.124 -0.357
C 0.924 -0.082 -0.650
C 2.091 -0.508 0.162
N -0.584 -0.030 0.203
O -3.036 0.333 0.542
P -2.042 -0.503 -0.441
H 0.213 1.759 0.530
H -0.488 1.555 -1.192
H 0.790 -0.373 -1.711
H 2.350 0.169 1.008
H 3.043 -0.636 -0.421
H 1.848 -1.475 0.561
H -3.376 0.312 1.441
H -1.808 -1.645 0.326
*
```


Taking the most stable structure as the zero point, the relative energies in hartree are a 0.0177; b 0.0000.


## a
The following is a DFT calculation (ωB97M-V/def2-TZVPD) of a molecular structure, C10H14N2.

HOMO energy	-0.3019	hartree
orbital gap	9.0	eV

```
! wB97M-V def2-TZVPD RIJCOSX def2/J DEFGRID3
* xyz 0 1
C 3.401 -0.533 -0.105
C 2.316 -1.402 0.067
C 3.191 0.832 -0.256
C 1.083 -0.843 0.335
C 1.111 0.570 0.435
C -0.224 -1.352 0.636
C -1.218 -0.259 0.119
C -1.348 -0.449 -1.471
C -2.549 -0.486 0.802
C -0.962 2.351 0.110
N 2.051 1.444 0.112
N -0.707 1.068 0.666
H 4.407 -1.031 -0.367
H 2.259 -2.524 0.070
H 4.022 1.547 -0.598
H -0.344 -2.247 0.085
H -0.470 -1.388 1.644
H -2.256 0.034 -1.754
H -1.425 -1.480 -1.599
H -0.618 0.077 -1.911
H -3.350 0.213 0.561
H -2.334 -0.647 1.787
H -3.031 -1.377 0.541
H -0.188 2.613 -0.502
H -1.869 2.271 -0.365
H -0.948 2.997 0.959
*
```


## b
The following is a DFT calculation (ωB97M-V/def2-TZVPD) of a single C10H14N2 molecule.

HOMO energy	-0.2473	hartree
orbital gap	7.6	eV
SMILES string	CN1c2ccccc2NC1(C)C

```
! wB97M-V def2-TZVPD RIJCOSX def2/J DEFGRID3
* xyz 0 1
C 2.259 -2.071 1.601
C 1.124 -1.941 2.415
C 2.435 -1.260 0.498
C 0.141 -1.020 2.148
C 1.387 -0.480 0.077
C 0.252 -0.369 0.971
C -0.160 0.779 -1.051
C -0.986 -0.214 -2.008
C -0.453 2.266 -1.434
C -2.027 1.036 0.631
N 1.214 0.317 -1.016
N -0.674 0.491 0.323
H 2.992 -2.865 1.921
H 1.009 -2.476 3.379
H 3.114 -1.390 -0.266
H -0.776 -0.945 2.847
H -0.324 -0.691 -2.784
H -1.847 0.206 -2.637
H -1.374 -1.023 -1.334
H -0.060 3.031 -0.782
H -1.631 2.319 -1.469
H -0.170 2.599 -2.467
H -2.622 1.226 -0.246
H -2.460 0.354 1.438
H -1.989 2.035 1.157
H 1.625 0.086 -1.910
*
```


## c
The following is a DFT calculation (ωB97M-V/def2-TZVPD) of a single C10H14N2 molecule.

HOMO energy	-0.2878	hartree
orbital gap	8.7	eV
SMILES string	[H]/N=C(/C)N(CC)c1ccccc1

```
! wB97M-V def2-TZVPD RIJCOSX def2/J DEFGRID3
* xyz 0 1
C 2.915 -1.639 -0.230
C 1.394 -1.487 -0.493
C 1.593 0.899 0.238
C 1.758 1.900 -0.863
C -0.703 -0.115 0.105
C -1.248 1.096 -0.002
C -2.632 1.164 -0.125
C -3.452 0.003 -0.092
C -2.828 -1.171 0.193
C -1.485 -1.285 0.156
H 3.130 -1.488 0.874
H 3.563 -2.584 -0.394
H 3.562 -0.871 -0.795
H 0.838 -2.314 0.001
H 1.058 -1.729 -1.590
H 1.379 2.880 -0.519
H 0.956 1.756 -1.621
H 2.740 2.089 -1.302
H 2.264 0.492 2.195
H -0.629 1.983 0.003
H -3.063 2.227 -0.092
H -4.501 0.205 -0.108
H -3.385 -2.082 0.457
H -0.918 -2.200 0.190
N 0.740 -0.286 0.015
N 2.280 1.063 1.323
*
```


Taking the most stable structure as the zero point, the relative energies in hartree are a 0.0726; b 0.0000; c 0.0299.


## a
The following is a DFT calculation (ωB97M-V/def2-TZVPD) of a molecular structure, C21H15NO6PPt.

HOMO energy	-0.1869	hartree
orbital gap	7.4	eV

```
! wB97M-V def2-TZVPD RIJCOSX def2/J DEFGRID3
* xyz -1 1
Pt -0.034 -1.140 -0.210
O 2.016 -4.051 1.709
C 1.287 -3.321 1.070
O 1.336 -2.023 1.030
C 0.151 -3.940 0.248
C -0.216 -5.270 0.144
C -1.336 -5.579 -0.621
C -2.076 -4.580 -1.253
C -1.654 -3.273 -1.108
N -0.570 -3.033 -0.386
C -2.319 -2.007 -1.662
O -3.344 -2.120 -2.303
O -1.714 -0.891 -1.373
H 0.371 -6.019 0.657
H -1.642 -6.613 -0.724
H -2.962 -4.788 -1.835
O 4.064 0.829 -1.964
C 2.947 0.453 -1.581
O 2.214 -0.472 -1.982
C 2.381 1.345 -0.411
P 0.648 1.016 0.021
C -0.229 2.162 -1.087
C -0.622 3.470 -0.821
C -1.219 4.240 -1.811
C -1.413 3.717 -3.080
C -0.994 2.425 -3.362
C -0.410 1.650 -2.374
C 0.486 1.450 1.794
C -0.387 2.361 2.378
C -0.407 2.538 3.757
C 0.441 1.807 4.570
C 1.302 0.878 3.998
C 1.320 0.695 2.627
H 2.473 2.383 -0.734
H 2.999 1.221 0.481
H -0.433 3.923 0.140
H -1.523 5.255 -1.587
H -1.881 4.318 -3.849
H -1.128 2.012 -4.353
H -0.085 0.639 -2.593
H -1.091 2.917 1.780
H -1.099 3.249 4.192
H 0.423 1.946 5.644
H 1.956 0.282 4.622
H 1.971 -0.059 2.201
*
```


## b
The following is a DFT calculation (ωB97M-V/def2-TZVPD) of a molecular structure, C21H15NO6PPt.

HOMO energy (spin up / spin down)	-0.2070 / -0.2070	hartree
orbital gap (spin up / spin down)	7.3 / 7.3	eV

```
! wB97M-V def2-TZVPD RIJCOSX def2/J DEFGRID3
* xyz -1 1
Pt -1.356 -0.001 -0.792
O -2.763 3.430 1.412
C -2.434 2.374 0.880
O -2.295 2.115 -0.347
C -2.229 1.157 1.798
C -2.326 1.197 3.176
C -2.304 0.001 3.882
C -2.326 -1.194 3.176
C -2.232 -1.154 1.797
N -2.095 0.002 1.150
C -2.439 -2.371 0.879
O -2.771 -3.426 1.411
O -2.298 -2.112 -0.348
H -2.421 2.159 3.656
H -2.293 0.001 4.965
H -2.419 -2.157 3.655
O -0.270 0.001 -4.939
C -0.056 0.001 -3.735
O -0.998 0.002 -2.860
C 1.506 -0.001 -3.428
P 2.361 -0.002 -1.808
C 1.636 -1.475 -0.958
C 0.965 -2.496 -1.642
C 0.741 -3.721 -1.034
C 1.183 -3.967 0.253
C 1.886 -2.981 0.932
C 2.130 -1.764 0.325
C 1.638 1.474 -0.958
C 2.132 1.761 0.325
C 1.886 2.978 0.933
C 1.185 3.964 0.255
C 0.743 3.720 -1.034
C 0.968 2.495 -1.642
H 1.906 0.872 -3.952
H 1.905 -0.874 -3.951
H 0.605 -2.334 -2.648
H 0.206 -4.492 -1.573
H 0.965 -4.908 0.736
H 2.260 -3.167 1.930
H 2.737 -1.031 0.839
H 2.739 1.029 0.838
H 2.260 3.163 1.932
H 0.963 4.904 0.739
H 0.209 4.491 -1.573
H 0.610 2.334 -2.649
*
```


Taking the most stable structure as the zero point, the relative energies in hartree are a 0.0000; b 0.0831.


## a
The following is a DFT calculation (ωB97M-V/def2-TZVPD) of a single C4H7N3O2 molecule.

HOMO energy	-0.2909	hartree
orbital gap	8.2	eV
SMILES string	[H]/N=c1/oc(O)c(C)n1N

```
! wB97M-V def2-TZVPD RIJCOSX def2/J DEFGRID3
* xyz 0 1
C 1.084 1.685 0.254
C 0.677 0.337 0.026
C 1.290 -0.870 -0.188
C -0.864 -1.426 0.098
H 1.152 1.971 1.429
H 0.263 2.364 -0.245
H 2.103 1.880 -0.514
H 3.233 -0.991 0.445
H -2.717 -1.357 0.406
H -1.885 0.558 -1.443
H -2.748 0.634 0.148
N -2.020 -2.122 0.256
N -0.698 -0.027 0.051
N -1.840 0.868 -0.383
O 2.555 -1.578 -0.175
O 0.414 -1.928 -0.165
*
```


## b
The following is a DFT calculation (ωB97M-V/def2-TZVPD) of a single C4H7N3O2 molecule.

HOMO energy (spin up / spin down)	-0.2969 / -0.2970	hartree
orbital gap (spin up / spin down)	8.5 / 8.5	eV

```
! wB97M-V def2-TZVPD RIJCOSX def2/J DEFGRID3
* xyz 0 1
C -0.619 -0.226 1.054
C -1.678 0.577 0.833
C 1.614 0.468 0.112
C 0.401 -0.381 0.027
N -0.702 1.112 -1.210
N 0.623 -1.674 -0.469
N -1.789 1.159 -0.408
O 1.609 1.654 0.330
O 2.779 -0.198 -0.040
H -0.576 -0.863 1.923
H -2.491 0.720 1.526
H -0.011 1.771 -0.847
H -0.208 -2.248 -0.476
H 1.073 -1.677 -1.375
H -2.661 0.963 -0.898
H 2.635 -1.157 -0.082
*
```


Taking the most stable structure as the zero point, the relative energies in hartree are a 0.0666; b 0.0000.


## a
The following is a DFT calculation (ωB97M-V/def2-TZVPD) of a single C4H7N3O2 molecule.

HOMO energy (spin up / spin down)	-0.2758 / -0.2758	hartree
orbital gap (spin up / spin down)	7.3 / 7.3	eV

```
! wB97M-V def2-TZVPD RIJCOSX def2/J DEFGRID3
* xyz 0 1
C 0.537 -2.018 -0.747
N 0.017 -0.695 -0.392
C -0.225 1.563 0.692
C -1.161 -0.425 -0.030
C 0.990 0.605 -0.272
O -0.675 2.607 -0.052
N -2.370 -0.407 -0.056
N 2.142 0.476 0.297
O -0.291 1.545 1.898
H -1.060 3.266 0.554
H -3.013 -0.516 0.715
H 2.128 -0.110 1.129
H 0.951 1.118 -1.231
H -0.227 -2.781 -0.614
H 0.866 -2.001 -1.786
H 1.392 -2.227 -0.104
*
```


## b
The following is a DFT calculation (ωB97M-V/def2-TZVPD) of a single C4H7N3O2 molecule.

HOMO energy	-0.3530	hartree
orbital gap	9.6	eV
SMILES string	[H]/N=c1/cc(C)n(O)n1O

```
! wB97M-V def2-TZVPD RIJCOSX def2/J DEFGRID3
* xyz 0 1
C -2.114 0.154 -1.174
C -0.677 -0.007 -0.667
C 0.081 -1.183 -0.579
C 1.308 -0.749 0.064
H -2.138 1.027 -1.863
H -2.654 0.501 -0.358
H -2.615 -0.766 -1.526
H -0.047 -2.171 -0.988
H 2.836 -0.574 0.853
H 2.015 2.189 0.917
H -0.550 -0.417 1.691
N 2.301 -1.427 0.421
N 1.212 0.709 0.134
N -0.160 1.063 0.231
O 1.957 1.128 1.230
O -0.754 0.526 1.615
*
```


Taking the most stable structure as the zero point, the relative energies in hartree are a 0.0000; b 0.0713.


## a
The following is a DFT calculation (ωB97M-V/def2-TZVPD) of 2 unconnected molecules or ions with the total composition C3H6BrNO2.

HOMO energy	-0.3430	hartree
orbital gap	9.3	eV
SMILES string	O=[NH+][O-].C=C(C)Br

```
! wB97M-V def2-TZVPD RIJCOSX def2/J DEFGRID3
* xyz 0 1
C 0.276 0.159 -1.319
C -0.472 -0.439 0.960
C 0.538 -0.075 -0.056
N -0.362 3.161 0.131
O -0.141 3.596 -0.948
O -1.209 2.334 0.410
Br 2.457 0.272 0.403
H -0.717 -0.223 -1.551
H 0.985 0.442 -2.162
H 0.174 3.758 0.876
H -0.850 -1.411 0.595
H -1.245 0.291 0.772
H -0.076 -0.547 2.065
*
```


## b
The following is a DFT calculation (ωB97M-V/def2-TZVPD) of 2 unconnected molecules or ions with the total composition C3H6BrNO2.

HOMO energy (spin up / spin down)	-0.3453 / -0.3023	hartree
orbital gap (spin up / spin down)	9.1 / 7.2	eV

```
! wB97M-V def2-TZVPD RIJCOSX def2/J DEFGRID3
* xyz 0 1
C -0.469 0.788 1.283
C 0.777 0.231 0.654
C 0.555 -1.100 -0.038
N -0.717 -0.264 -1.923
O -1.879 -0.040 -1.884
O 0.146 0.076 -2.669
Br 1.706 -1.990 -1.148
H -1.178 1.185 0.471
H -0.129 1.648 1.834
H -1.180 0.183 1.883
H 1.414 0.123 1.485
H 1.318 0.880 -0.144
H -0.365 -1.721 0.196
*
```


Taking the most stable structure as the zero point, the relative energies in hartree are a 0.0000; b 0.0346.


## a
The following is a DFT calculation (ωB97M-V/def2-TZVPD) of 2 unconnected molecules or ions with the total composition CH3N2O.

HOMO energy	-0.5720	hartree
orbital gap	8.7	eV

```
! wB97M-V def2-TZVPD RIJCOSX def2/J DEFGRID3
* xyz 1 1
C -0.153 0.750 0.072
N 1.907 0.343 -0.023
N -0.769 -0.291 -0.056
O 2.865 -0.379 -0.030
H 1.986 1.392 0.165
H -1.701 0.002 -0.270
H -0.519 -1.321 0.070
*
```


## b
The following is a DFT calculation (ωB97M-V/def2-TZVPD) of 2 unconnected molecules or ions with the total composition CH3N2O.

HOMO energy (spin up / spin down)	-0.5933 / -0.5933	hartree
orbital gap (spin up / spin down)	8.9 / 8.9	eV

```
! wB97M-V def2-TZVPD RIJCOSX def2/J DEFGRID3
* xyz 1 1
C 0.233 -0.109 0.097
N -2.054 -0.895 0.402
N -1.019 -0.491 0.340
O 0.195 1.236 -0.068
H 0.473 -1.053 -1.459
H 1.121 -0.469 0.782
H 1.052 1.781 -0.095
*
```


Taking the most stable structure as the zero point, the relative energies in hartree are a 0.0440; b 0.0000.